[1]
Formula: C3H11N2S
Source: the OMol25 dataset
Level of theory: ωB97M-V/def2-TZVPD

total charge = +1
gap between HOMO and LUMO = 8.95 eV
total energy = -628.27525 Ha
HOMO energy = -13.7 eV
energy relative to the best compared isomer or geometry (same formula, charge and spin) = 63.95 kcal per mole

Last column: Mulliken charge in e.
Cartesian coordinates (Å):
C1 0.5891 1.1428 -1.4970  -0.91
C2 0.2826 -0.9249 -0.0862  -0.32
C3 -0.4638 -0.5430 1.1671  0.00
N1 -0.3543 -1.5969 -0.9645  -0.17
N2 0.1454 0.2697 2.1714  -0.52
S1 -2.1400 0.0866 0.6663  -0.19
H1 1.0506 0.3217 -1.9894  0.23
H2 0.3983 1.0316 -0.4370  0.15
H3 -0.4381 1.2637 -1.7957  0.35
H4 1.4404 -1.0059 -0.1571  0.40
H5 -0.6059 -1.6569 1.5162  0.34
H6 -1.3634 -1.7603 -0.9024  0.21
H7 0.1737 -2.0406 -1.7214  0.33
H8 0.8295 0.8390 1.8487  0.22
H9 0.4645 -0.3754 2.9374  0.29
H10 1.2431 1.9702 -1.7055  0.38
H11 -2.2575 1.0990 1.4472  0.20



[2]
Formula: C3H10NO2
Source: the OMol25 dataset
Level of theory: ωB97M-V/def2-TZVPD

total charge = +1
gap between HOMO and LUMO = 11.97 eV
total energy = -325.24722 Ha
HOMO energy = -15.2 eV
energy relative to the best compared isomer or geometry (same formula, charge and spin) = 44.11 kcal per mole

Last column: Mulliken charge in e.
Cartesian coordinates (Å):
O1 0.7092 -0.5982 0.4691  -0.51
C1 1.1753 -1.2224 1.4231  0.22
O2 2.2539 -0.9257 2.2191  -0.40
H1 0.6147 -2.1687 1.6224  0.30
H2 2.3187 0.0360 2.4655  0.36
C2 -2.5340 0.5120 -1.1956  -0.89
N1 -1.1128 0.7371 -0.7377  -0.21
C3 -0.0714 1.1306 -1.8646  -0.66
H3 -3.3728 0.0596 -0.6693  0.36
H4 -2.8940 1.4539 -1.5387  0.37
H5 -2.4834 -0.1429 -1.9849  0.39
H6 -0.9498 -0.1184 -0.1766  0.36
H7 -1.1190 1.4943 -0.0334  0.37
H8 -0.0121 0.4243 -2.7172  0.33
H9 0.9591 1.1990 -1.4298  0.29
H10 -0.3958 2.2737 -2.0569  0.34



[3]
Formula: C19H37BCl3N4O10P2
Source: the OMol25 dataset
Level of theory: ωB97M-V/def2-TZVPD

total charge = +1
gap between HOMO and LUMO = 8.50 eV
total energy = -3805.37164 Ha
HOMO energy = -11.9 eV

Last column: Mulliken charge in e.
Cartesian coordinates (Å):
C1 2.8127 -1.0754 -1.1323  -1.16
C2 1.2220 -1.2945 -1.4312  0.11
C3 0.2222 -1.2122 -0.1416  -0.61
B1 1.0286 -1.9901 1.1091  1.16
N1 1.1060 -1.4043 2.5419  -0.51
O1 1.7761 -3.2673 0.9559  -0.61
C4 -0.1066 0.3397 0.3611  -0.69
N2 1.1148 1.1957 0.5802  -0.40
N3 -1.1041 1.0818 -0.4749  1.12
P1 -0.5452 1.9780 -1.8252  0.34
O2 -0.7543 3.5504 -1.5305  -0.72
C5 -2.3810 0.3136 -0.5525  -1.08
C6 -3.7134 1.1014 -1.0555  -0.01
Cl1 -3.8897 1.4502 -2.8470  -0.09
C7 -5.1499 0.3906 -0.5741  0.19
C8 -6.3488 1.4158 -1.1316  -1.09
Cl2 -5.3710 0.3275 1.2649  -0.16
C9 -2.1339 -1.1873 -1.1658  -0.84
C10 -1.8660 -1.3081 -2.7579  -0.19
C11 -3.1676 -2.0822 -3.4695  0.25
O3 -4.4436 -1.7434 -3.2702  -0.43
Cl3 -2.8765 -3.5158 -4.6681  -0.15
N4 -1.1037 -1.9128 -0.2748  -0.07
P2 -1.0454 -3.6396 -0.7032  0.45
O4 -2.5002 -4.2924 -0.9458  -0.62
H1 3.0818 -0.3069 -0.2982  0.17
H2 3.3378 -0.7200 -2.1410  0.33
H3 3.3290 -2.1203 -0.8764  0.27
H4 0.9193 -0.4651 -2.2352  0.13
H5 1.1449 -2.3198 -2.0390  0.17
H6 0.0951 -1.2757 2.8501  0.18
H7 1.4521 -2.1643 3.2019  0.30
H8 1.7486 -3.6094 0.0169  0.28
H9 -0.6205 0.2216 1.4335  0.00
H10 1.6648 0.9314 1.4259  0.36
H11 0.8365 2.2148 0.7120  0.35
H12 -1.0940 1.7488 -3.1282  0.08
H13 0.9107 1.8349 -1.9714  0.09
H14 -2.6290 0.0778 0.6000  0.14
H15 -3.7168 2.1553 -0.4933  0.23
H16 -5.3037 -0.6747 -1.0481  0.27
H17 -6.6528 1.2051 -2.2412  0.32
H18 -7.3051 1.1364 -0.4734  0.38
H19 -6.1286 2.5454 -0.8880  0.28
H20 -3.1541 -1.7735 -0.9523  0.86
H21 -0.9309 -1.9853 -3.0638  0.48
H22 -1.7369 -0.3132 -3.3545  0.19
H23 -1.5476 -1.8757 0.6937  0.73
H24 -0.2956 -3.9460 -1.9060  0.17
H25 -0.4530 -4.4850 0.3435  0.24
C12 -4.1074 3.9407 4.1687  -1.45
C13 -2.6916 3.4519 3.9424  0.52
C14 -2.1059 3.8688 2.6277  -0.46
O5 -1.0979 2.8919 2.4342  -0.21
C15 -1.5371 1.7634 3.0740  0.50
O6 -1.0261 0.6645 2.9629  -0.63
O7 -2.6318 2.0382 3.8506  -0.32
H26 -4.5136 3.5151 5.0927  0.37
H27 -4.1360 5.0322 4.2458  0.39
H28 -4.7754 3.6285 3.3592  0.32
H29 -2.0554 3.7576 4.7816  0.28
H30 -1.6773 4.8740 2.6586  0.35
H31 -2.8114 3.8024 1.7917  0.17
C16 7.7363 -2.5722 -0.0274  -1.44
C17 7.4384 -1.3113 -0.8121  0.51
C18 8.3346 -0.1584 -0.4760  -0.56
O8 7.5492 0.9495 -0.8805  -0.33
C19 6.2440 0.5610 -0.7353  0.62
O9 5.2890 1.3123 -0.8040  -0.52
O10 6.1598 -0.7854 -0.4968  -0.25
H32 6.9834 -3.3391 -0.2394  0.35
H33 8.7221 -2.9704 -0.2876  0.39
H34 7.7048 -2.3916 1.0522  0.35
H35 7.4514 -1.5315 -1.8863  0.25
H36 9.2809 -0.1888 -1.0224  0.32
H37 8.5393 -0.0592 0.5961  0.31



[4]
Formula: C4H8O4S2
Source: the OMol25 dataset
Level of theory: ωB97M-V/def2-TZVPD

total charge = 0
gap between HOMO and LUMO = 10.15 eV
total energy = -1254.42393 Ha
HOMO energy = -10.1 eV
energy relative to the best compared isomer or geometry (same formula, charge and spin) = 72.82 kcal per mole
SMILES string = O=S1(=O)C[C@@H](O)[C@H](O)CS1

Last column: Mulliken charge in e.
Cartesian coordinates (Å):
C1 -1.9653 0.2618 0.1971  0.33
C2 -1.0525 1.3257 0.7239  -1.09
C3 -0.0126 -1.1014 -0.9956  -0.71
C4 -1.3196 -1.0705 -0.1264  -0.12
H1 -3.0006 -0.0501 -1.3744  0.37
H2 -2.8989 0.2059 0.9200  0.27
H3 -1.4230 2.3128 0.6400  0.50
H4 -1.0447 1.1142 1.8051  0.41
H5 -0.5464 -0.8314 -1.9775  0.29
H6 0.4128 -2.0848 -1.0809  0.40
H7 -2.1533 -1.5387 -0.7630  0.25
H8 -0.0748 -1.6327 1.1727  0.51
O1 -2.3886 0.7372 -0.9993  -0.54
O2 2.5915 -0.4990 -0.8674  -0.63
O3 1.2868 -0.5427 1.3413  -0.64
O4 -1.0522 -1.9869 0.9192  -0.61
S1 0.8026 1.7133 0.0739  -0.11
S2 1.2805 -0.1920 -0.1543  1.11



[5]
Formula: C31H26Cl2NP2Se4TeW
Source: the OMol25 dataset
Level of theory: ωB97M-V/def2-TZVPD

total charge = +3
gap between HOMO and LUMO = 6.03 eV
total energy = -12794.63301 Ha
HOMO energy = -17.0 eV
energy relative to the best compared isomer or geometry (same formula, charge and spin) = 0.00 kcal per mole

Last column: Mulliken charge in e.
Cartesian coordinates (Å):
W1 -0.3613 1.6948 0.9672  0.38
Te1 1.2603 -0.2741 2.1185  0.45
C1 0.1789 -1.7650 3.1498  0.81
C2 -0.9148 -1.5403 3.9670  -0.06
C3 -1.4248 -2.6404 4.6493  -0.58
N1 -0.9137 -3.8630 4.5553  -0.46
C4 0.1525 -4.0464 3.7874  -0.64
C5 0.7567 -3.0229 3.0604  -0.31
C6 0.3974 -0.2063 0.1622  -0.86
P1 -1.3677 -0.1962 -0.1289  0.73
C7 -2.1966 -1.4345 0.8405  1.02
C8 -3.4387 -1.1520 1.4104  -0.67
C9 -4.1416 -2.1603 2.0468  -0.80
C10 -3.6103 -3.4448 2.1053  -0.69
C11 -2.3794 -3.7284 1.5257  -0.97
C12 -1.6664 -2.7265 0.8881  0.26
C13 -1.9912 -0.1340 -1.7915  0.94
C14 -2.3964 -1.3449 -2.3679  -0.63
C15 -2.9061 -1.3454 -3.6538  -0.85
C16 -3.0271 -0.1506 -4.3550  -0.60
C17 -2.6387 1.0520 -3.7766  -0.77
C18 -2.1180 1.0649 -2.4947  0.17
P2 1.4195 0.9555 -0.7099  -0.10
C19 1.1352 0.9942 -2.4652  1.21
C20 1.3810 2.1848 -3.1542  -0.35
C21 1.2403 2.2120 -4.5314  -0.91
C22 0.8661 1.0589 -5.2120  -0.59
C23 0.6436 -0.1290 -4.5260  -0.76
C24 0.7807 -0.1700 -3.1487  -0.06
C25 3.1388 0.8438 -0.2689  0.40
C26 3.7930 1.9802 0.2094  -0.17
C27 5.1607 1.9320 0.4326  -0.82
C28 5.8612 0.7604 0.1808  -0.52
C29 5.2087 -0.3698 -0.3066  -0.74
C30 3.8484 -0.3319 -0.5461  -0.48
H1 -1.3801 -0.5755 4.0817  0.01
H2 -2.2831 -2.5247 5.3018  0.43
H3 0.5567 -5.0515 3.7485  0.40
H4 1.6341 -3.2276 2.4601  0.47
H5 -3.8747 -0.1614 1.3473  0.42
H6 -5.1064 -1.9505 2.4887  0.49
H7 -4.1624 -4.2325 2.6012  0.49
H8 -1.9782 -4.7324 1.5684  0.51
H9 -0.7046 -2.9472 0.4395  0.54
H10 -2.3285 -2.2748 -1.8178  0.43
H11 -3.2226 -2.2760 -4.1052  0.48
H12 -3.4404 -0.1561 -5.3552  0.48
H13 -2.7522 1.9788 -4.3227  0.50
H14 -1.8142 2.0028 -2.0508  0.16
H15 1.7114 3.0761 -2.6330  0.53
H16 1.4351 3.1258 -5.0764  0.49
H17 0.7637 1.0832 -6.2890  0.48
H18 0.3754 -1.0268 -5.0668  0.51
H19 0.6148 -1.0979 -2.6148  0.49
H20 3.2426 2.8919 0.4027  0.47
H21 5.6813 2.8076 0.7957  0.46
H22 6.9285 0.7267 0.3550  0.45
H23 5.7678 -1.2732 -0.5093  0.47
H24 3.3432 -1.2022 -0.9498  0.44
Cl1 1.8663 3.1558 2.8703  0.03
C31 1.6782 4.7693 3.6642  -0.52
Cl2 0.0226 5.3334 3.6158  -0.07
H25 2.3166 5.4605 3.1286  0.34
H26 1.9896 4.6365 4.6931  0.37
Se1 -0.2107 3.6915 -0.3467  0.16
Se2 -2.0483 4.8220 0.6049  -0.06
Se3 -2.7538 2.6640 1.2416  0.12
Se4 -1.5984 1.9277 3.1092  0.03



[6]
Formula: C10H29NO4
Source: the OMol25 dataset
Level of theory: ωB97M-V/def2-TZVPD

total charge = 0
gap between HOMO and LUMO = 10.15 eV
total energy = -754.02459 Ha
HOMO energy = -9.4 eV
energy relative to the best compared isomer or geometry (same formula, charge and spin) = 0.00 kcal per mole
SMILES string = COC[C@H](C)N.CCO.CCO.CCO

Last column: Mulliken charge in e.
Cartesian coordinates (Å):
C1 0.8529 3.7212 -0.7884  -1.18
C2 -0.4603 3.1772 -1.5183  0.40
C3 -0.1467 2.0575 -2.5534  -0.30
O1 0.5646 2.5399 -3.6845  -0.38
C4 1.8944 2.1267 -3.7961  -0.66
N1 -1.3684 2.7731 -0.4874  -0.55
H1 1.4593 4.4616 -1.3101  0.35
H2 1.4271 2.8459 -0.4845  0.02
H3 0.6343 4.3057 0.1053  0.45
H4 -0.9556 4.0500 -1.9438  0.29
H5 -1.1231 1.7557 -2.9323  0.31
H6 0.2897 1.1425 -2.1528  0.05
H7 2.4436 2.3509 -2.8817  0.28
H8 2.3637 2.8049 -4.5089  0.29
H9 1.9711 1.0513 -3.9567  0.28
H10 -2.2728 2.3835 -0.7121  0.20
H11 -1.5403 3.6140 0.0449  0.23
C5 0.8725 -3.3398 -1.5002  -0.58
C6 -0.5705 -3.4853 -1.0002  -0.25
O2 -0.7045 -3.0732 0.3571  -0.54
H12 1.5716 -3.6084 -0.7082  0.19
H13 0.9890 -2.3047 -1.8212  -0.10
H14 1.1968 -3.8164 -2.4253  0.39
H15 -0.9456 -4.5068 -1.0627  0.29
H16 -1.2664 -2.8911 -1.5924  0.28
H17 -0.4870 -2.1456 0.4754  0.24
C7 -3.1667 -1.7172 4.3190  -0.89
C8 -2.1412 -0.5899 3.9602  -0.32
O3 -2.0082 -0.5416 2.5413  -0.45
H18 -4.1621 -1.3023 4.4773  0.25
H19 -2.7926 -2.3542 5.1205  0.34
H20 -3.1490 -2.4092 3.4770  0.27
H21 -1.2094 -0.7703 4.4963  0.26
H22 -2.5770 0.3323 4.3445  0.32
H23 -1.3723 -1.1903 2.2307  0.21
C9 2.3939 -1.3847 1.4278  -1.11
C10 1.7060 -0.5084 0.4097  -0.05
O4 0.3176 -0.5584 0.6031  -0.20
H24 1.8153 -1.4251 2.3507  0.24
H25 3.4487 -1.1585 1.5833  0.38
H26 2.3341 -2.4116 1.0670  0.16
H27 1.9861 -0.8579 -0.5841  0.23
H28 1.9715 0.5465 0.4785  0.26
H29 -0.0842 0.3108 0.5357  0.13



Copy entry 1 word for word.
Formula: C3H11N2S
Source: the OMol25 dataset
Level of theory: ωB97M-V/def2-TZVPD

total charge = +1
gap between HOMO and LUMO = 8.95 eV
total energy = -628.27525 Ha
HOMO energy = -13.7 eV
energy relative to the best compared isomer or geometry (same formula, charge and spin) = 63.95 kcal per mole

Last column: Mulliken charge in e.
Cartesian coordinates (Å):
C1 0.5891 1.1428 -1.4970  -0.91
C2 0.2826 -0.9249 -0.0862  -0.32
C3 -0.4638 -0.5430 1.1671  0.00
N1 -0.3543 -1.5969 -0.9645  -0.17
N2 0.1454 0.2697 2.1714  -0.52
S1 -2.1400 0.0866 0.6663  -0.19
H1 1.0506 0.3217 -1.9894  0.23
H2 0.3983 1.0316 -0.4370  0.15
H3 -0.4381 1.2637 -1.7957  0.35
H4 1.4404 -1.0059 -0.1571  0.40
H5 -0.6059 -1.6569 1.5162  0.34
H6 -1.3634 -1.7603 -0.9024  0.21
H7 0.1737 -2.0406 -1.7214  0.33
H8 0.8295 0.8390 1.8487  0.22
H9 0.4645 -0.3754 2.9374  0.29
H10 1.2431 1.9702 -1.7055  0.38
H11 -2.2575 1.0990 1.4472  0.20